Below is a cluster of 10 separate species, C64H93FN11O6S2 in total in a non-equilibrium geometry, with properties calculated with the ωB97M-V functional and the def2-TZVPD basis.

Calculated values
* frontier orbital gap: 5.11 eV
* max |F|: 3.4 eV/Å
* HOMO: -0.33836 Ha

Geometry as ORCA input:
```
! wB97M-V def2-TZVPD RIJCOSX def2/J DEFGRID3
* xyz 1 1
C 0.554 -4.463 1.904
C 0.969 -3.156 1.166
C 0.101 -2.849 -0.057
F -0.639 -1.699 0.229
C 0.751 -2.631 -1.436
C 1.761 -3.697 -2.069
C 3.039 -4.110 -1.290
C 2.976 -5.375 -0.409
C 0.826 -4.769 -2.636
C 0.651 -4.899 -3.998
C -0.190 -5.857 -4.489
C -0.839 -6.657 -3.591
N -0.737 -6.551 -2.279
C 0.090 -5.612 -1.847
C 2.362 -2.790 -3.125
C 3.309 -3.094 -4.259
C 3.712 -4.570 -4.451
C 3.851 -4.911 -5.944
S 4.476 -6.600 -5.959
O 5.706 -6.613 -5.257
O 3.465 -7.385 -5.327
O 4.708 -7.016 -7.463
N 2.061 -1.548 -2.961
C 1.149 -1.183 -1.826
C 0.065 -0.371 -2.585
C -0.956 0.375 -1.719
C -2.302 -0.406 -1.793
C -3.103 -0.123 -3.089
C -3.841 -1.377 -3.549
C -4.924 -1.845 -2.543
C -4.564 -3.240 -2.001
C -5.614 -3.731 -0.983
C -6.267 -5.059 -1.387
O -7.014 -4.964 -2.585
C -6.389 -5.505 -3.730
S 2.272 -0.250 -0.717
C 3.579 0.481 -1.701
O 1.608 0.841 -0.078
O 2.909 -1.097 0.253
H 1.374 -5.177 1.942
H 0.269 -4.262 2.934
H -0.289 -4.969 1.427
H 0.796 -2.363 1.891
H 2.040 -3.178 1.000
H -0.647 -3.637 -0.134
H -0.105 -2.755 -2.105
H 3.882 -4.245 -1.969
H 3.334 -3.265 -0.665
H 3.495 -6.201 -0.892
H 3.488 -5.154 0.526
H 1.980 -5.702 -0.140
H 1.151 -4.261 -4.716
H -0.324 -5.989 -5.551
H -1.509 -7.417 -3.979
H 0.172 -5.506 -0.770
H 2.846 -2.697 -5.169
H 4.223 -2.509 -4.110
H 4.719 -4.679 -4.047
H 3.100 -5.289 -3.916
H 2.891 -4.820 -6.454
H 4.615 -4.249 -6.354
H 3.873 -6.848 -7.934
H 2.463 -0.909 -3.641
H -0.421 -1.007 -3.325
H 0.632 0.383 -3.148
H -0.701 0.439 -0.667
H -1.160 1.382 -2.085
H -2.021 -1.463 -1.765
H -2.862 -0.234 -0.873
H -2.383 0.187 -3.853
H -3.843 0.648 -2.871
H -4.380 -1.107 -4.464
H -3.164 -2.187 -3.835
H -5.891 -1.946 -3.037
H -5.013 -1.118 -1.734
H -3.629 -3.099 -1.445
H -4.381 -3.955 -2.802
H -6.391 -2.989 -0.798
H -5.151 -3.930 -0.011
H -5.533 -5.872 -1.373
H -6.986 -5.290 -0.595
H -7.121 -6.139 -4.238
H -6.079 -4.742 -4.453
H -5.528 -6.140 -3.501
H 3.151 1.255 -2.341
H 4.329 0.902 -1.039
H 4.071 -0.245 -2.351
N 0.385 2.141 3.636
C 0.639 3.252 4.396
C 1.972 3.541 4.283
C 2.544 2.566 3.419
C 1.539 1.720 3.034
H -0.512 1.702 3.536
H -0.147 3.737 4.949
H 2.482 4.358 4.767
H 3.576 2.496 3.115
H 1.546 0.859 2.389
N -4.946 2.273 -0.235
C -6.121 2.858 -0.621
C -7.103 2.447 0.239
C -6.495 1.579 1.188
C -5.168 1.494 0.868
H -4.061 2.392 -0.691
H -6.157 3.514 -1.475
H -8.140 2.734 0.194
H -6.979 1.075 2.008
H -4.363 0.947 1.330
N 4.486 5.241 2.218
C 4.739 6.352 2.972
C 6.072 6.648 2.858
C 6.646 5.677 1.996
C 5.641 4.825 1.616
H 3.588 4.798 2.122
H 3.948 6.834 3.522
H 6.578 7.468 3.339
H 7.677 5.612 1.690
H 5.650 3.961 0.974
N -6.727 -4.465 3.528
C -7.456 -5.128 2.579
C -7.419 -6.463 2.877
C -6.640 -6.612 4.057
C -6.230 -5.362 4.435
H -6.580 -3.473 3.556
H -7.934 -4.593 1.775
H -7.898 -7.247 2.315
H -6.410 -7.531 4.569
H -5.631 -5.034 5.267
N 7.891 0.416 -3.770
C 7.398 0.035 -2.552
C 7.535 -1.324 -2.446
C 8.140 -1.782 -3.649
C 8.350 -0.684 -4.442
H 7.916 1.358 -4.117
H 6.995 0.763 -1.868
H 7.239 -1.924 -1.600
H 8.396 -2.798 -3.900
H 8.785 -0.592 -5.422
N -4.456 4.531 4.785
C -5.004 4.146 3.589
C -6.366 4.199 3.715
C -6.652 4.637 5.037
C -5.455 4.835 5.670
H -3.475 4.584 4.982
H -4.381 3.868 2.756
H -7.078 3.953 2.945
H -7.626 4.790 5.471
H -5.228 5.165 6.670
N -3.987 2.701 -5.547
C -4.533 2.308 -6.741
C -5.894 2.363 -6.620
C -6.185 2.811 -5.303
C -4.990 3.013 -4.668
H -3.006 2.753 -5.349
H -3.906 2.024 -7.570
H -6.605 2.111 -7.389
H -7.160 2.968 -4.873
H -4.765 3.350 -3.670
N 3.080 7.585 6.137
C 1.762 7.704 5.786
C 1.231 8.750 6.492
C 2.272 9.287 7.297
C 3.399 8.548 7.053
H 3.716 6.897 5.777
H 1.317 7.035 5.067
H 0.212 9.094 6.438
H 2.199 10.120 7.977
H 4.398 8.620 7.450
N 6.743 9.543 8.648
C 7.686 9.491 7.656
C 8.680 8.645 8.067
C 8.322 8.163 9.356
C 7.122 8.733 9.685
H 5.904 10.092 8.620
H 7.567 10.059 6.750
H 9.566 8.397 7.507
H 8.882 7.477 9.969
H 6.508 8.635 10.564
*
```